Entry 1:
Below is the molecule C3H3NS2, with properties calculated with the ωB97M-V functional and the def2-TZVPD basis.

Computed properties:
- total energy (eV) = -26316.3748
- Kohn-Sham gap (spin up / spin down) (eV) = 7.36 / 7.36
- SMILES = C=C=NC(=S)S
- LUMO (spin up / spin down) (eV) = -1.15 / -1.15

Positions of all 9 atoms, in Å:
C (0.5301, -0.5863, 0.7184)
C (1.4107, -1.3465, 1.2391)
C (-1.0978, 0.7418, -0.5732)
N (-0.5696, 0.2778, 0.5484)
S (-2.7338, 1.1556, -0.5106)
S (-0.0663, 1.5650, -1.8247)
H (1.3337, -2.3677, 1.6708)
H (2.4059, -1.1498, 1.2541)
H (-1.2129, 1.7101, -2.5222)


Entry 2:
Below is the molecule C4H6O2, with properties calculated with the ωB97M-V functional and the def2-TZVPD basis.

Computed properties:
- total energy (eV) = -8336.0075
- Kohn-Sham gap (eV) = 10.29
- SMILES = C1OC[C@H]2O[C@@H]12
- LUMO (eV) = 1.02

Positions of all 12 atoms, in Å:
C (0.8078, 0.6974, -0.7994)
C (0.2223, -0.4608, 1.1563)
C (-1.0158, -0.6414, 0.2541)
C (-0.7144, 0.3455, -0.8664)
H (0.8548, 1.6460, -0.4008)
H (1.5316, 0.4306, -1.5749)
H (0.8662, -1.3692, 1.2771)
H (-0.0902, 0.0431, 2.2746)
H (-1.9564, -1.0100, 0.7431)
H (-1.0500, 1.1642, -1.5084)
O (1.2618, 0.2272, 0.5309)
O (-0.7178, -1.0727, -1.0861)


Entry 3:
Below is C21H47AlNO6 as an isolated structure, with properties calculated with the ωB97M-V functional and the def2-TZVPD basis.

Computed properties:
- total energy (eV) = -42910.2367
- Kohn-Sham gap (eV) = 6.54
- total charge = -1
- LUMO (eV) = 2.18

Positions of all 76 atoms, in Å:
C (-6.3038, 0.3724, -2.2787)
C (-5.0631, 1.2773, -1.8806)
O (-5.2305, 1.6142, -0.5040)
C (-5.0788, 2.6153, -2.7002)
N (-3.7465, 3.2256, -2.5807)
C (-3.0298, 3.3343, -3.8531)
C (-2.0021, 2.1624, -4.0591)
O (-1.1760, 1.9988, -2.9479)
Al (0.1843, 3.2610, -2.8595)
H (-6.1600, -0.0267, -3.3001)
H (-6.3316, -0.4406, -1.5285)
H (-7.1913, 1.0281, -2.2094)
H (-4.0999, 0.7519, -2.0427)
H (-4.5425, 2.2402, -0.2723)
H (-5.4348, 2.4778, -3.7401)
H (-5.8048, 3.2668, -2.1615)
H (-3.8495, 4.1236, -2.1319)
H (-3.6822, 3.4694, -4.7449)
H (-2.4045, 4.2520, -3.7859)
H (-2.5241, 1.2096, -4.3257)
H (-1.3750, 2.4269, -4.9486)
H (-0.4078, 4.5145, -2.0261)
H (1.4514, 2.7265, -2.0299)
H (0.6622, 3.8272, -4.2760)
C (5.7222, 2.2520, -0.0323)
C (6.1362, 1.9639, -1.4625)
C (4.9525, 2.5103, -2.2455)
O (4.4229, 3.5996, -1.4801)
C (5.0085, 3.5817, -0.1755)
H (6.5564, 2.2918, 0.6684)
H (5.0205, 1.4867, 0.3126)
H (7.0419, 2.5275, -1.7082)
H (6.3277, 0.9086, -1.6616)
H (4.1638, 1.7587, -2.3532)
H (5.2326, 2.8639, -3.2396)
H (5.7140, 4.4173, -0.1099)
H (4.2293, 3.7238, 0.5760)
C (-3.4365, -3.6173, 0.1974)
C (-4.3405, -2.3969, 0.1650)
C (-5.7194, -3.0253, 0.2286)
O (-5.5838, -4.2436, 0.9742)
C (-4.1900, -4.5429, 1.1354)
H (-2.4225, -3.4042, 0.5344)
H (-3.3786, -4.0629, -0.7999)
H (-4.1683, -1.7870, 1.0557)
H (-4.2068, -1.7625, -0.7108)
H (-6.0856, -3.2784, -0.7730)
H (-6.4521, -2.3784, 0.7145)
H (-3.9225, -4.3529, 2.1810)
H (-4.0131, -5.5962, 0.9193)
C (8.7098, 5.0325, 3.7677)
C (7.9225, 6.2301, 3.2684)
C (7.7775, 5.9148, 1.7900)
O (7.7459, 4.4871, 1.6738)
C (8.1339, 3.9079, 2.9250)
H (8.6093, 4.8550, 4.8386)
H (9.7720, 5.1644, 3.5415)
H (6.9383, 6.2524, 3.7445)
H (8.4113, 7.1868, 3.4529)
H (8.6373, 6.2816, 1.2186)
H (6.8685, 6.3353, 1.3573)
H (7.2395, 3.4806, 3.3916)
H (8.8507, 3.1042, 2.7479)
C (-2.4492, -9.0080, 3.8099)
C (-3.0432, -9.7097, 2.6018)
C (-3.5012, -8.5363, 1.7531)
O (-2.6056, -7.4533, 2.0311)
C (-1.8134, -7.7821, 3.1778)
H (-1.7364, -9.6167, 4.3664)
H (-3.2473, -8.7056, 4.4938)
H (-2.2642, -10.2703, 2.0771)
H (-3.8519, -10.3986, 2.8460)
H (-4.5128, -8.2178, 2.0269)
H (-3.4846, -8.7575, 0.6846)
H (-0.7948, -7.9951, 2.8354)
H (-1.7801, -6.9276, 3.8554)